# 1
Entry from the OMol25 dataset: C4H8N2O in the gas phase (wB97M-V/def2-TZVPD).

Positions of all 15 atoms, in Å:
C (1.012700, 1.688485, -0.331366)
N (0.287022, 0.697420, 0.460958)
C (-0.071858, -0.493096, -0.296306)
C (-0.740834, -1.501084, 0.645485)
O (0.166607, -1.906136, 1.633451)
C (-0.915513, -0.163975, -1.466660)
N (-1.554033, 0.199675, -2.355632)
H (1.179933, 2.580189, 0.275022)
H (1.987631, 1.275118, -0.610227)
H (0.480984, 1.979377, -1.253823)
H (-0.565468, 1.121172, 0.822483)
H (0.853944, -0.949262, -0.666447)
H (-1.050350, -2.390614, 0.090424)
H (-1.645920, -1.042480, 1.080008)
H (0.575156, -1.094789, 1.972630)

Forces on atoms 1 to 3 (eV/Å):
C 0.11 0.03 -0.11
N -0.18 0.11 -0.01
C 0.10 -0.07 0.07

Its total charge is 0. The value obtained for the largest force on an atom is 0.64 eV Å⁻¹. Its LUMO energy is 0.85 eV. Its SMILES is CN[C@H](C#N)CO. Its HOMO energy is -10.197 eV. The relative energy (zero: lowest compared OMol25 entry of this formula, charge and spin) comes out at 39.8 kcal per mole. The gap between HOMO and LUMO comes out at 11.04 eV. For the electronic energy, the calculation gives -9304.6667 eV.



# 2
Entry from the OMol25 dataset: C4H8N2O in the gas phase in a non-equilibrium geometry (wB97M-V/def2-TZVPD).

Positions of all 15 atoms, in Å:
C (1.861772, 0.854789, -0.228453)
N (0.656210, 0.521289, 0.519182)
C (-0.301600, -0.238216, -0.217364)
C (-1.387900, -0.948002, 0.539557)
O (-0.932714, -1.604118, 1.702248)
C (-1.156978, 0.416926, -1.266792)
N (-1.704491, 1.163064, -1.958937)
H (1.645258, 1.319493, -1.200477)
H (2.475159, 1.540160, 0.361197)
H (2.453647, -0.052485, -0.402552)
H (0.232813, 1.340057, 0.938605)
H (0.252185, -1.019218, -0.757097)
H (-1.850357, -1.237411, -0.616017)
H (-2.283114, -0.423037, 0.851886)
H (0.040108, -1.633290, 1.735014)

Forces on atoms 1 to 3 (eV/Å):
C 0.13 0.08 -0.09
N -0.16 0.27 -0.01
C -0.01 0.08 -0.25

Its total charge is 0. The value obtained for the largest force on an atom is 3.78 eV Å⁻¹. Its LUMO energy is 0.73 eV. Its SMILES is CN[C@H](C#N)CO. Its HOMO energy is -10.077 eV. The relative energy (zero: lowest compared OMol25 entry of this formula, charge and spin) comes out at 81.6 kcal per mole. The gap between HOMO and LUMO comes out at 10.81 eV. For the electronic energy, the calculation gives -9302.8548 eV.



# 3
Entry from the OMol25 dataset: C4H8N2O in the gas phase in a non-equilibrium geometry (wB97M-V/def2-TZVPD).

Positions of all 15 atoms, in Å:
O (2.758740, -0.458574, -0.030958)
C (1.558892, -0.243111, -0.120297)
N (0.627567, -1.245034, -0.308011)
C (-0.816470, -1.083985, -0.283415)
C (-1.178785, 0.137286, 0.538956)
C (-0.406932, 1.339498, -0.049179)
N (1.051136, 1.012203, -0.019780)
H (1.022044, -2.167606, -0.233543)
H (-1.221812, -0.943156, -1.295429)
H (-1.257229, -1.995238, 0.131401)
H (-0.843364, -0.030632, 1.580171)
H (-2.272255, 0.246880, 0.591362)
H (-0.593000, 2.214702, 0.603993)
H (-0.135364, 1.446468, -1.122368)
H (1.706831, 1.770302, 0.017099)

Forces on atoms 1 to 3 (eV/Å):
O -0.01 -0.28 -0.26
C 0.07 0.03 0.40
N 0.31 -0.04 0.02

Its total charge is 0. The value obtained for the largest force on an atom is 3.76 eV Å⁻¹. Its LUMO energy is 0.83 eV. Its SMILES is O=C1NCCCN1. Its HOMO energy is -9.030 eV. The relative energy (zero: lowest compared OMol25 entry of this formula, charge and spin) comes out at 30.7 kcal per mole. The gap between HOMO and LUMO comes out at 9.86 eV. For the electronic energy, the calculation gives -9305.0613 eV.



# 4
Entry from the OMol25 dataset: C4H8N2O in the gas phase (wB97M-V/def2-TZVPD).

Positions of all 15 atoms, in Å:
C (1.848094, -0.160268, 0.507104)
C (1.444150, -1.060243, -0.616652)
O (0.260529, -1.704863, -0.317508)
C (-0.818844, -0.887017, -0.095165)
N (-1.851780, -1.164446, 0.570033)
C (-0.634535, 0.399096, -0.885915)
N (-0.785804, 1.567724, -0.058601)
H (1.090696, 0.202762, 1.215639)
H (2.486534, 0.665430, 0.178021)
H (2.506995, -0.874201, 1.029439)
H (0.390650, 0.331575, -1.313740)
H (-1.784549, -2.077406, 1.021145)
H (-1.271996, 0.375363, -1.779520)
H (-1.242442, 2.325898, -0.547012)
H (-1.312643, 1.355472, 0.780476)

Forces on atoms 1 to 3 (eV/Å):
C -0.04 0.00 -0.09
C 0.24 -0.45 0.54
O 0.14 -0.04 -0.16

Its total charge is 0. The value obtained for the largest force on an atom is 0.74 eV Å⁻¹. Its LUMO energy is 0.22 eV. Its HOMO energy is -8.680 eV. The relative energy (zero: lowest compared OMol25 entry of this formula, charge and spin) comes out at 114.8 kcal per mole. The gap between HOMO and LUMO comes out at 8.90 eV. For the electronic energy, the calculation gives -9301.4170 eV.



# 5
Entry from the OMol25 dataset: C4H8N2O in the gas phase in a non-equilibrium geometry (wB97M-V/def2-TZVPD).

Positions of all 15 atoms, in Å:
C (0.513155, 0.106267, -0.631312)
C (-0.022663, -1.165615, -1.218145)
C (1.639266, -0.019349, 0.351130)
N (-1.426368, 1.345022, 0.684712)
C (-0.595903, 1.217857, -0.268981)
O (-1.821473, -0.040355, 1.595929)
N (0.211059, 1.388154, -1.239625)
H (-1.409075, 0.158131, 2.447151)
H (-2.377296, 1.658154, 0.549456)
H (-0.769731, -0.967418, -1.984194)
H (0.790336, -1.742074, -1.661741)
H (-0.479524, -1.749993, -0.415715)
H (1.285661, -0.579441, 1.220556)
H (2.467894, -0.567355, -0.100040)
H (1.994662, 0.958016, 0.670820)

Forces on atoms 1 to 3 (eV/Å):
C -1.85 1.26 1.11
C -0.02 0.04 0.06
C -0.02 -0.01 -0.07

Its total charge is 0. The value obtained for the largest force on an atom is 4.38 eV Å⁻¹. Its LUMO energy (alpha / beta) is -0.09 / -0.09 eV. Its SMILES is CC1(C)N=C1NO. Its HOMO energy (alpha / beta) is -8.425 / -8.425 eV. The relative energy (zero: lowest compared OMol25 entry of this formula, charge and spin) comes out at 134.4 kcal per mole. The gap between HOMO and LUMO (alpha / beta) comes out at 8.34 / 8.34 eV. For the electronic energy, the calculation gives -9300.5630 eV.



# 6
Entry from the OMol25 dataset: 2 unconnected molecules or ions with the total composition C4H8N2O in a non-equilibrium geometry (wB97M-V/def2-TZVPD).

Positions of all 15 atoms, in Å:
C (0.435164, 0.427707, 2.407620)
C (-0.014262, 0.634838, 0.956503)
C (-1.263681, 0.816661, 0.297968)
N (-0.913430, 1.161123, -0.916925)
C (0.404057, 0.963209, -1.172314)
N (0.983869, 0.672114, 0.058902)
H (1.160895, -0.387348, 2.423145)
H (0.926544, 1.524176, 2.349390)
H (-0.445124, 0.338957, 3.191954)
H (-2.161392, 0.342339, 0.708031)
H (-1.712878, 1.118107, -1.468135)
H (0.649055, 0.739296, -2.222494)
H (0.351889, -3.264023, -1.670548)
H (1.222425, -2.295653, -2.410175)
O (0.376870, -2.791502, -2.532922)

Forces on atoms 1 to 3 (eV/Å):
C -1.39 2.88 -0.71
C -1.41 -1.21 -0.14
C 2.51 -1.01 5.40

Its total charge is 0. The value obtained for the largest force on an atom is 6.04 eV Å⁻¹. Its LUMO energy is 0.74 eV. Its SMILES is Cc1c[nH]cn1.O. Its HOMO energy is -8.205 eV. The relative energy (zero: lowest compared OMol25 entry of this formula, charge and spin) comes out at 69.0 kcal per mole. The gap between HOMO and LUMO comes out at 8.95 eV. For the electronic energy, the calculation gives -9303.4004 eV.



Question: Which value of electronic energy does entry 2 give?
Answer: -9302.8548 eV



Question: total charge of number 4 (C4H8N2O)?
Answer: 0



Question: The lowest largest force on an atom belongs to which entry?
Answer: number 1



Question: largest force on an atom of number 1 (C4H8N2O)?
Answer: 0.64 eV Å⁻¹